C36H43O3P2Pd as an isolated structure. Source: the OMol25 dataset; level of theory: the ωB97M-V functional and the def2-TZVPD basis.

Cartesian coordinates (Å):
Pd (-0.57397, -0.19879, 0.26862)
C (-1.34768, 3.67802, 2.59265)
C (-0.22805, 2.99424, 3.29435)
C (0.17000, 3.41647, 4.66628)
O (0.80649, 2.66659, 2.44109)
C (-1.50710, 0.73191, 3.68188)
O (-1.50638, 0.81671, 4.83912)
O (-1.62181, 0.46353, 2.54690)
H (-1.12152, 4.74627, 2.47187)
H (-2.27420, 3.60711, 3.16389)
H (-1.50704, 3.25319, 1.60275)
H (0.54852, 4.44717, 4.65247)
H (0.95329, 2.77134, 5.07274)
H (-0.67661, 3.37804, 5.34886)
H (1.60673, 2.53521, 2.96415)
C (2.53031, 1.51338, -0.98502)
C (1.25064, 2.36540, -1.00367)
P (-0.28348, 1.44698, -1.38071)
C (-0.29299, 1.07538, -3.14619)
C (-1.45347, 0.50629, -3.67174)
C (-1.52637, 0.18121, -5.01491)
C (-0.43704, 0.41399, -5.84494)
C (0.71929, 0.97822, -5.32881)
C (0.79481, 1.30857, -3.98299)
C (-1.62922, 2.63088, -1.12107)
C (-1.51603, 3.97434, -1.47777)
C (-2.57142, 4.84308, -1.25424)
C (-3.75289, 4.37509, -0.69041)
C (-3.87929, 3.03747, -0.35057)
C (-2.81847, 2.16707, -0.56198)
C (2.74543, 0.67115, 0.27558)
P (1.65285, -0.80636, 0.33839)
C (2.23400, -1.81999, -1.03605)
C (3.59491, -2.08657, -1.20724)
C (4.02278, -2.84897, -2.28019)
C (3.09741, -3.35033, -3.18964)
C (1.74656, -3.09164, -3.02301)
C (1.31266, -2.32759, -1.94740)
C (2.08500, -1.63843, 1.88350)
C (2.56576, -2.94207, 1.94048)
C (2.78795, -3.54457, 3.17151)
C (2.52805, -2.85435, 4.34521)
C (2.03589, -1.55569, 4.29471)
C (1.80887, -0.95306, 3.06950)
H (3.37904, 2.19090, -1.09496)
H (2.57366, 0.84656, -1.85084)
H (1.37136, 3.19952, -1.69864)
H (1.07340, 2.79488, -0.01378)
H (-2.30843, 0.32642, -3.02920)
H (-2.43239, -0.25327, -5.41585)
H (-0.49384, 0.15983, -6.89495)
H (1.56660, 1.16735, -5.97443)
H (1.70371, 1.75797, -3.60580)
H (-0.60747, 4.34896, -1.93274)
H (-2.47624, 5.88547, -1.52792)
H (-4.57622, 5.05670, -0.52251)
H (-4.79958, 2.66868, 0.08291)
H (-2.92177, 1.12093, -0.28695)
H (2.58377, 1.25626, 1.18149)
H (3.77822, 0.31647, 0.30627)
H (4.32455, -1.71157, -0.49911)
H (5.07701, -3.05572, -2.40776)
H (3.43533, -3.94547, -4.02779)
H (1.02512, -3.48182, -3.72888)
H (0.25657, -2.12081, -1.81118)
H (2.76193, -3.48979, 1.02736)
H (3.16219, -4.55890, 3.21081)
H (2.70021, -3.32903, 5.30190)
H (1.81736, -1.02075, 5.20992)
H (1.38730, 0.04691, 3.02653)
C (-3.46948, -2.64042, 1.13224)
C (-2.17487, -2.91989, 0.35010)
C (-1.06127, -3.29793, 1.32919)
C (-2.41004, -4.08671, -0.62382)
C (-1.80722, -1.71011, -0.44630)
H (-3.79568, -3.54053, 1.65893)
H (-4.27397, -2.33102, 0.46282)
H (-3.31365, -1.85016, 1.86970)
H (-1.36639, -4.14406, 1.94864)
H (-0.81928, -2.46801, 2.00181)
H (-0.15066, -3.58006, 0.79564)
H (-2.70822, -4.98545, -0.07914)
H (-1.50065, -4.31334, -1.18357)
H (-3.20197, -3.84697, -1.33563)
H (-2.38118, -1.43791, -1.33241)

Values from the calculation:
Kohn-Sham gap (alpha / beta): 7.8933 / 7.8920 eV
2S+1: 5
total energy: -2433.618122 Eh
expectation value of S²: 6.01
total charge: +1
relative energy (zero: lowest compared OMol25 entry of this formula, charge and spin): 0.146 eV
HOMO energy (alpha / beta): -9.7 / -11.7 eV
LUMO energy (alpha / beta): -1.796 / -3.816 eV